(1)
A structure of composition C39H65MoN4O2SSbSe5 at a distorted geometry. Source: the OMol25 dataset; level of theory: wB97M-V/def2-TZVPD.

Values from the calculation:
HOMO-LUMO gap (spin up / spin down): 5.386 / 5.495 eV
calculated total energy: -397515.9628 eV
2S+1: 3
total charge: 0
M: 1266.5 g/mol
highest occupied orbital energy (spin up / spin down): -6.10 / -6.10 eV
relative energy (zero: lowest compared OMol25 entry of this formula, charge and spin): 0.000 eV

Each line ends with the Mulliken spin population.
Cartesian coordinates (Å):
1 Mo 1.4643 1.4370 0.2389  1.811
2 C -4.2781 -3.3975 0.3503  0.000
3 C -4.7423 -1.9645 0.0925  0.000
4 C -5.5165 -1.9323 -1.2324  0.000
5 C -5.6766 -1.5484 1.2369  0.000
6 C -3.5680 -0.9899 0.0144  0.001
7 C -2.2441 -1.3952 0.1055  0.001
8 C -1.2402 -0.4490 0.0436  -0.043
9 Se 0.6007 -0.9511 0.3009  -0.052
10 C 0.5755 -0.9507 2.2203  0.007
11 C -0.0558 -1.9736 2.9053  -0.009
12 C -0.0766 -1.9512 4.2904  0.001
13 C 0.6395 -0.9316 4.9164  -0.003
14 C 1.3247 0.0866 4.2588  0.001
15 C 1.2241 0.1036 2.8569  0.075
16 O 1.7027 1.1462 2.1322  0.013
17 C 2.0892 1.1093 5.1195  -0.003
18 C 1.0684 1.9425 5.9059  0.000
19 C 2.9936 2.0652 4.3320  0.007
20 C 2.9964 0.3505 6.1021  0.001
21 C -0.8583 -2.9630 5.1258  0.001
22 C -1.5596 -4.0035 4.2530  0.001
23 C 0.0864 -3.6927 6.0893  0.000
24 C -1.9284 -2.2147 5.9336  0.000
25 C -1.4871 0.9153 -0.1186  0.093
26 O -0.4303 1.7708 -0.1831  0.017
27 C -2.8161 1.3579 -0.1961  -0.018
28 C -3.8020 0.3716 -0.1454  -0.001
29 C -3.2891 2.8170 -0.3388  0.005
30 C -2.1957 3.8677 -0.1218  -0.001
31 C -3.8684 3.0040 -1.7475  0.000
32 C -4.3812 3.1057 0.7042  0.000
33 H -5.1473 -4.0544 0.4132  0.000
34 H -3.7328 -3.4782 1.2935  0.000
35 H -3.6396 -3.7680 -0.4542  0.000
36 H -6.3509 -2.6368 -1.2005  0.000
37 H -4.8669 -2.2056 -2.0662  0.000
38 H -5.9230 -0.9393 -1.4318  0.000
39 H -6.4981 -2.2627 1.3284  0.000
40 H -6.1103 -0.5619 1.0674  0.000
41 H -5.1383 -1.5233 2.1866  0.000
42 H -1.9801 -2.4376 0.2227  0.002
43 H -0.5388 -2.7644 2.3473  0.002
44 H 0.6624 -0.9264 5.9991  0.001
45 H 0.3846 2.4561 5.2271  0.000
46 H 1.5831 2.6945 6.5086  0.000
47 H 0.4740 1.3193 6.5774  0.000
48 H 2.4258 2.7648 3.7244  -0.004
49 H 3.6801 1.5317 3.6756  -0.002
50 H 3.5870 2.6397 5.0479  -0.001
51 H 2.4371 -0.2984 6.7762  0.000
52 H 3.5472 1.0664 6.7154  0.000
53 H 3.7187 -0.2639 5.5618  0.000
54 H -0.8442 -4.5968 3.6795  0.000
55 H -2.2611 -3.5355 3.5581  0.000
56 H -2.1276 -4.6868 4.8866  0.000
57 H 0.8699 -4.2185 5.5406  0.000
58 H -0.4699 -4.4246 6.6795  0.000
59 H 0.5668 -3.0019 6.7835  0.000
60 H -2.6226 -1.6979 5.2675  0.000
61 H -1.4824 -1.4717 6.5963  0.000
62 H -2.4983 -2.9161 6.5476  0.000
63 H -4.8313 0.6932 -0.2422  0.000
64 H -1.4407 3.8343 -0.9027  0.003
65 H -1.6929 3.7378 0.8356  0.003
66 H -2.6598 4.8574 -0.1310  0.001
67 H -3.1151 2.7822 -2.5079  0.000
68 H -4.2074 4.0339 -1.8851  0.000
69 H -4.7167 2.3399 -1.9217  0.000
70 H -4.0013 2.9367 1.7133  0.000
71 H -5.2652 2.4831 0.5710  0.000
72 H -4.6978 4.1477 0.6253  0.000
73 Se 5.6819 1.4553 -4.2411  0.010
74 Sb 6.1078 1.0585 -1.8444  0.012
75 Se 3.6463 2.6986 0.2442  0.040
76 Se 3.5026 0.5258 -0.7009  0.052
77 Se 6.9107 -1.2110 -1.7554  -0.030
78 C 2.7081 3.1253 -4.4501  0.001
79 C 2.6374 2.4721 -3.0626  0.032
80 N 1.3872 2.8312 -2.3603  -0.039
81 C 1.3526 4.2772 -2.1674  0.010
82 C 1.4368 5.0120 -3.5281  0.002
83 N 1.4703 3.9742 -4.6066  0.000
84 C 0.2425 3.1157 -4.5326  0.001
85 C 0.2463 2.3952 -3.1639  0.029
86 H 2.7252 2.3867 -5.2495  0.000
87 H 3.5892 3.7529 -4.5669  0.000
88 H 3.4737 2.7996 -2.4551  -0.007
89 H 2.6800 1.3948 -3.1686  0.004
90 H 2.1943 4.5496 -1.5333  -0.015
91 H 0.4348 4.5497 -1.6472  0.004
92 H 2.3446 5.6056 -3.6177  0.000
93 H 0.5762 5.6553 -3.7065  0.000
94 H 1.5005 4.4316 -5.5132  0.000
95 H 0.2832 2.4107 -5.3611  0.000
96 H -0.6219 3.7667 -4.6609  0.000
97 H 0.3260 1.3206 -3.3082  -0.017
98 H -0.6751 2.6036 -2.6217  -0.006
99 C 5.0515 -2.1929 -6.0548  0.000
100 C 4.8768 -2.5921 -4.5953  0.000
101 N 3.8487 -1.8002 -3.9309  0.001
102 C 2.5431 -2.0414 -3.8977  0.000
103 S 1.4765 -0.9293 -3.1624  0.007
104 N 2.0905 -3.1608 -4.4991  -0.001
105 C 0.7460 -3.6915 -4.3183  0.000
106 C 0.5537 -4.3827 -2.9756  0.000
107 H 5.8541 -2.7762 -6.5090  0.000
108 H 5.3187 -1.1373 -6.1078  0.000
109 H 4.1357 -2.3555 -6.6283  0.000
110 H 5.7939 -2.4066 -4.0367  0.001
111 H 4.6451 -3.6561 -4.4978  0.000
112 H 4.1676 -0.9147 -3.5516  0.001
113 H 2.7839 -3.8018 -4.8475  0.000
114 H 0.5679 -4.3891 -5.1377  0.000
115 H 0.0475 -2.8625 -4.4143  0.000
116 H 1.2721 -5.1940 -2.8450  0.000
117 H -0.4535 -4.7975 -2.9044  0.000
118 H 0.6915 -3.6653 -2.1659  -0.001

=====

(2)
A cluster of 9 separate species, C39H66F2NO13S6 in total at a distorted geometry. Source: the OMol25 dataset; level of theory: wB97M-V/def2-TZVPD.

Values from the calculation:
HOMO-LUMO gap: 9.157 eV
calculated total energy: -140043.9634 eV
total charge: +1
M: 987.3 g/mol
highest occupied orbital energy: -10.92 eV
relative energy (zero: lowest compared OMol25 entry of this formula, charge and spin): 0.601 eV

Each line ends with the Löwdin charge.
Cartesian coordinates (Å):
1 C -1.5798 -1.4279 -1.0356  0.062
2 C -0.2088 -2.1379 -0.7746  -0.247
3 O -0.0998 -3.3909 -0.8296  0.101
4 N 1.0922 -1.2979 -0.5346  0.100
5 H 1.5772 -2.0449 -0.0346  0.110
6 H 1.3702 -1.0089 -1.4746  0.080
7 C 1.1162 -0.0979 0.2834  -0.038
8 H -2.3638 -2.1149 -1.1136  0.055
9 H -1.4528 -0.7239 -2.0146  0.145
10 H -1.7228 -0.8539 -0.2556  0.008
11 H 1.0972 -0.2999 1.4054  0.096
12 H 0.3702 0.6111 0.1394  0.061
13 H 2.0142 0.4311 0.2534  0.055
14 F -5.7868 -4.1299 2.3484  0.006
15 C -5.5508 -3.3529 1.2214  -0.257
16 C -5.4968 -4.0159 0.0444  0.009
17 C -5.2858 -3.1649 -1.1126  -0.052
18 C -5.0918 -1.7989 -1.0396  -0.073
19 C -5.0118 -1.2159 0.2474  -0.069
20 C -5.2428 -1.9579 1.4124  0.017
21 H -5.6598 -5.0909 0.0154  0.123
22 H -5.2108 -3.5819 -2.0276  0.058
23 H -4.8208 -1.1659 -1.8956  0.092
24 H -4.9288 -0.2739 0.4634  0.043
25 H -5.0488 -1.4589 2.3864  0.122
26 F -3.9958 0.4631 -3.7046  0.049
27 C -3.8758 -0.7009 -4.3846  -0.262
28 C -2.6498 -1.1849 -4.7436  -0.003
29 C -2.4938 -2.5259 -5.3106  -0.022
30 C -3.6688 -3.2429 -5.6056  -0.059
31 C -5.0248 -2.7289 -5.4036  -0.022
32 C -5.0308 -1.4979 -4.7396  -0.012
33 H -1.7638 -0.8689 -4.5286  0.023
34 H -1.6678 -3.0999 -5.5966  0.083
35 H -3.8618 -4.1369 -6.0926  0.072
36 H -5.8428 -3.1719 -5.6606  0.042
37 H -6.0298 -1.1259 -4.5866  0.108
38 C -3.7218 4.8521 -0.8166  -0.233
39 C -2.7528 4.8941 0.2874  -0.291
40 C -2.1358 3.6461 0.3294  -0.277
41 S -2.0738 3.1001 -1.3206  0.595
42 O -2.6758 1.8291 -1.4326  -0.296
43 O -0.7448 3.2381 -1.7226  -0.281
44 C -3.1368 4.2541 -2.1156  -0.205
45 H -3.8718 6.0781 -1.1546  0.185
46 H -4.7478 4.5151 -0.5516  0.127
47 H -3.1918 5.0961 1.3304  0.172
48 H -2.1918 5.6411 0.1664  0.052
49 H -2.6768 2.8071 0.8884  0.143
50 H -1.2638 3.7161 0.8304  0.075
51 H -4.0648 3.9401 -2.7096  0.149
52 H -2.5848 5.0571 -2.5786  0.098
53 C -1.9358 -4.6799 4.2424  -0.165
54 C -1.1658 -3.9969 5.2324  -0.273
55 C 0.0652 -3.5969 4.7374  -0.243
56 S 0.0442 -3.5969 2.9484  0.761
57 O 0.8962 -4.6559 2.3444  -0.293
58 O 0.2142 -2.2419 2.3964  -0.340
59 C -1.6268 -4.0089 2.8904  -0.171
60 H -2.9328 -4.7319 4.5384  0.119
61 H -1.7058 -5.6429 4.0474  0.097
62 H -1.2668 -4.3889 6.3294  0.184
63 H -1.6578 -3.0919 5.5614  0.118
64 H 0.8472 -4.1449 5.0064  0.075
65 H 0.2592 -2.5719 4.9554  0.094
66 H -1.5068 -4.5229 2.0434  0.073
67 H -2.2228 -3.2859 2.8054  0.041
68 C 0.0682 1.6721 5.5104  -0.172
69 C -0.1528 2.9411 4.7234  -0.275
70 C -1.4948 2.8941 4.1194  -0.251
71 S -1.6328 1.2461 3.4824  0.700
72 O -0.9478 1.1121 2.1854  -0.341
73 O -3.0038 0.7061 3.6374  -0.341
74 C -0.4708 0.5021 4.6234  -0.233
75 H -0.5038 1.4761 6.3214  0.077
76 H 1.1222 1.3841 5.5194  0.122
77 H 0.5112 2.9271 3.9044  0.108
78 H 0.1382 3.8541 5.0824  0.101
79 H -1.4178 3.8131 3.5664  0.097
80 H -2.2128 3.2231 5.1144  0.203
81 H 0.3382 -0.1899 4.0954  0.119
82 H -1.0498 -0.3109 5.2604  0.134
83 C 4.9092 -0.7889 3.5574  -0.188
84 C 3.7662 -1.8139 3.8554  -0.274
85 C 3.9762 -3.0089 3.1554  -0.241
86 S 4.5602 -2.4059 1.5494  0.720
87 O 3.2472 -2.1739 0.8904  -0.330
88 O 5.4652 -3.3239 1.1124  -0.243
89 C 5.2612 -0.8619 2.0854  -0.221
90 H 5.6672 -1.2069 4.2314  0.123
91 H 4.3752 0.2481 3.7664  0.157
92 H 2.8032 -1.2289 3.4474  0.151
93 H 3.7402 -2.0769 4.8674  0.104
94 H 3.2312 -3.5319 3.0654  -0.009
95 H 4.6292 -3.7449 3.6274  0.144
96 H 5.0962 0.0711 1.5644  0.085
97 H 6.3532 -0.8659 1.9114  0.118
98 C 0.7202 1.3091 -5.7896  -0.123
99 C 0.4802 1.9111 -4.3136  -0.196
100 C 1.7712 1.7641 -3.6506  -0.271
101 S 2.3642 0.1521 -3.9646  0.699
102 O 1.7582 -0.7449 -3.0316  -0.299
103 O 3.7962 0.1851 -4.1216  -0.294
104 C 1.5092 0.0091 -5.5226  -0.185
105 H 1.0512 2.0861 -6.4226  0.103
106 H -0.2308 0.9531 -6.1666  0.106
107 H -0.2448 1.2591 -3.7656  0.127
108 H 0.2082 2.8451 -4.6396  0.088
109 H 1.7782 1.7401 -2.6036  0.066
110 H 2.7192 2.4431 -4.0026  0.178
111 H 1.0112 -0.8329 -5.4496  0.047
112 H 2.1322 -0.1699 -6.2816  0.069
113 C 5.6842 4.3151 -2.5356  -0.185
114 C 6.9092 3.3611 -2.1666  -0.250
115 C 6.3982 2.1841 -1.6826  -0.259
116 S 5.0292 2.6411 -0.5816  0.726
117 O 5.6452 2.9091 0.6744  -0.313
118 O 3.9142 1.6761 -0.7186  -0.347
119 C 4.6632 4.2471 -1.4016  -0.201
120 H 5.1982 3.9731 -3.4726  0.097
121 H 5.8652 5.4491 -2.9646  0.171
122 H 7.4262 3.8141 -1.3936  0.098
123 H 7.6762 3.4211 -2.8946  0.123
124 H 7.0822 1.5351 -1.0746  0.150
125 H 6.0742 1.6091 -2.4266  0.064
126 H 4.8562 5.1631 -0.8566  0.111
127 H 3.7392 4.1311 -1.8406  0.057

=====

(3)
A cluster of 5 separate species, C39H68BrN4O18P4S2 in total. Source: the OMol25 dataset; level of theory: wB97M-V/def2-TZVPD.

Values from the calculation:
HOMO-LUMO gap: 7.801 eV
calculated total energy: -213231.5240 eV
total charge: +1
M: 1148.9 g/mol
highest occupied orbital energy: -11.02 eV

Each line ends with the Löwdin charge.
Cartesian coordinates (Å):
1 C 3.8032 -0.3407 4.9078  -0.125
2 C 2.8206 -1.1814 4.0850  -0.674
3 Br 2.9593 -3.0719 4.6561  0.757
4 C 1.3287 -0.7944 4.2430  -0.160
5 C 0.5740 0.1295 3.2343  -0.322
6 C -0.8450 -0.3943 2.9939  -0.115
7 C -1.7120 0.5019 2.1115  -0.263
8 C -3.1716 0.0527 2.1183  -0.453
9 S -3.9283 0.8359 0.6763  0.901
10 C -5.6380 0.9656 1.1490  -1.074
11 S -6.6286 -0.2909 1.2168  0.807
12 N -6.0544 2.2875 1.4164  -0.181
13 C -5.7816 3.0169 2.5615  -0.080
14 C -6.3751 4.2282 2.3772  -0.139
15 N -6.9991 4.2844 1.1507  0.072
16 C -6.7945 3.1162 0.6097  -0.168
17 C 0.5337 1.5163 3.8613  -0.129
18 O 1.8258 1.8750 4.2627  -0.089
19 C 2.6637 2.1173 3.1538  -0.104
20 C 2.4779 1.2315 1.8778  -0.129
21 C 2.5729 2.1129 0.6220  -0.032
22 C 1.3737 3.0331 0.3746  -0.322
23 O 0.5854 2.7783 -0.5171  0.106
24 C 1.1786 4.2504 1.2083  -0.186
25 C 2.2203 5.1348 1.4597  -0.036
26 C 1.9906 6.2660 2.2139  -0.052
27 C 0.7306 6.5025 2.7330  -0.056
28 C -0.3096 5.6314 2.4744  -0.052
29 C -0.0912 4.5120 1.7020  -0.032
30 N 1.1973 0.3751 1.8564  0.089
31 C 1.2543 -0.8022 0.9250  -0.144
32 C 1.3170 -2.1095 1.3903  -0.004
33 C 1.3525 -3.1360 0.4493  -0.089
34 N 1.3008 -2.9306 -0.8607  0.097
35 C 1.2005 -1.6822 -1.2922  -0.082
36 C 1.1768 -0.5731 -0.4419  0.030
37 H 4.3776 -0.9571 5.5942  0.062
38 H 4.5337 0.1475 4.2623  0.076
39 H 3.2842 0.4150 5.4922  0.080
40 H 3.1450 -1.2396 3.0555  0.054
41 H 0.7466 -1.7114 4.3014  0.079
42 H 1.2359 -0.3313 5.2252  0.120
43 H -1.2935 -0.5104 3.9844  0.148
44 H -0.8057 -1.3902 2.5565  0.124
45 H -1.6808 1.5464 2.4152  0.105
46 H -1.3656 0.4183 1.0734  0.101
47 H -3.2607 -1.0324 2.0881  0.091
48 H -3.6754 0.4003 3.0201  0.087
49 H -5.2176 2.6127 3.3845  0.111
50 H -6.4019 5.0535 3.0704  0.100
51 H -7.1457 2.7935 -0.3590  0.130
52 H -0.1089 1.4980 4.7400  0.163
53 H 0.1566 2.2629 3.1544  0.118
54 H 3.6823 1.9573 3.5009  0.127
55 H 2.5792 3.1634 2.8756  0.109
56 H 3.3012 0.5222 1.8389  0.150
57 H 2.7557 1.5395 -0.2848  0.120
58 H 3.4643 2.7283 0.7729  0.138
59 H 3.2039 4.9438 1.0509  0.123
60 H 2.7917 6.9658 2.4038  0.116
61 H 0.5592 7.3830 3.3357  0.115
62 H -1.2950 5.8379 2.8676  0.115
63 H -0.9188 3.8521 1.4743  0.117
64 H 0.4935 0.9769 1.4130  0.136
65 H 1.3327 -2.3759 2.4255  0.062
66 H 1.4197 -4.1616 0.7897  0.123
67 H 1.1240 -1.5388 -2.3619  0.111
68 H 1.0721 0.4175 -0.8636  0.088
69 C -0.0033 2.1741 10.7337  -0.079
70 O 1.1256 1.7127 9.9671  -0.212
71 P 1.4936 0.1749 9.9737  0.322
72 O 0.5553 -0.6931 10.6850  -0.217
73 O 2.9976 0.1085 10.4651  -0.213
74 C 3.2832 0.5117 11.8134  -0.079
75 O 1.6717 -0.1138 8.4285  -0.215
76 C 1.8413 -1.4828 8.0287  -0.088
77 H 0.1128 3.2498 10.8282  0.089
78 H -0.9304 1.9447 10.2125  0.089
79 H -0.0224 1.7140 11.7187  0.086
80 H 2.5404 0.1107 12.5039  0.091
81 H 3.3077 1.5993 11.8752  0.090
82 H 4.2595 0.1092 12.0646  0.090
83 H 0.8684 -1.9590 7.9142  0.096
84 H 2.4361 -2.0472 8.7456  0.097
85 H 2.3569 -1.4652 7.0739  0.030
86 C 5.1476 2.7894 -5.5940  -0.075
87 O 3.9173 2.0624 -5.7693  -0.200
88 P 3.2762 1.2784 -4.5628  0.326
89 O 3.9562 1.4314 -3.2678  -0.242
90 O 3.1317 -0.2194 -5.0586  -0.211
91 C 4.3287 -0.9514 -5.3605  -0.079
92 O 1.7771 1.7647 -4.5957  -0.183
93 C 1.0040 1.3604 -3.4588  -0.082
94 H 5.5327 2.9780 -6.5914  0.091
95 H 4.9554 3.7330 -5.0879  0.091
96 H 5.8672 2.2092 -5.0207  0.084
97 H 5.0935 -0.7775 -4.6021  0.088
98 H 4.6998 -0.6605 -6.3425  0.091
99 H 4.0635 -2.0041 -5.3689  0.089
100 H 1.1855 2.0415 -2.6334  0.061
101 H 1.2840 0.3522 -3.1537  0.050
102 H -0.0473 1.3685 -3.7317  0.099
103 C -4.4515 -0.0785 -2.7901  -0.103
104 O -4.5583 -1.2086 -3.6676  -0.199
105 P -3.2302 -1.8029 -4.2928  0.329
106 O -1.9929 -1.1908 -3.7947  -0.238
107 O -3.4366 -1.7257 -5.8619  -0.230
108 C -3.5693 -0.4362 -6.4758  -0.073
109 O -3.4120 -3.3434 -4.0391  -0.201
110 C -2.3095 -4.2183 -4.3496  -0.070
111 H -5.4494 0.3420 -2.6887  0.091
112 H -4.0831 -0.3939 -1.8180  0.036
113 H -3.7787 0.6727 -3.2007  0.085
114 H -2.8557 0.2716 -6.0519  0.087
115 H -4.5871 -0.0692 -6.3453  0.092
116 H -3.3593 -0.5637 -7.5339  0.090
117 H -1.6207 -4.2498 -3.5080  0.086
118 H -1.7809 -3.8890 -5.2436  0.086
119 H -2.7324 -5.2026 -4.5246  0.093
120 C -3.4404 -4.0638 -8.3627  -0.079
121 O -2.5450 -5.1870 -8.4411  -0.212
122 P -1.2895 -5.1090 -9.4016  0.322
123 O -1.1002 -3.8194 -10.0699  -0.224
124 O -1.4334 -6.3572 -10.3687  -0.212
125 C -2.5462 -6.3824 -11.2712  -0.085
126 O -0.1311 -5.5880 -8.4471  -0.209
127 C 1.2205 -5.4805 -8.9273  -0.084
128 H -4.3503 -4.4259 -7.8917  0.094
129 H -3.0024 -3.2805 -7.7487  0.067
130 H -3.6672 -3.6704 -9.3516  0.087
131 H -2.6947 -5.4055 -11.7334  0.089
132 H -3.4471 -6.6874 -10.7387  0.089
133 H -2.3144 -7.1112 -12.0419  0.089
134 H 1.5960 -4.4765 -8.7410  0.088
135 H 1.2807 -5.6998 -9.9924  0.089
136 H 1.8070 -6.2087 -8.3747  0.088